Entry from the OMol25 dataset: a molecular structure, C3H4N2O2 (ωB97M-V with the def2-TZVPD basis set).

Geometry as XYZ:
```
11
Properties=species:S:1:pos:R:3:nbo_charge:R:1
N -0.763 -0.925 -0.744 -0.5799
C 0.905 0.347 -0.017 0.5112
H 2.316 1.551 0.160 0.5000
H -1.618 -1.411 -0.497 0.3859
H -1.163 0.083 0.987 0.3661
N 0.158 1.179 -0.706 -0.5396
C 0.202 -0.861 0.351 -0.3314
C -0.996 0.438 -0.710 0.7301
O -1.919 0.728 0.139 -0.6375
O 2.135 0.627 0.396 -0.6359
H 0.745 -1.757 0.642 0.2310
```

Computed properties:
net charge	0
largest force on an atom	0.00717	Eh/bohr
molar mass	100.08	g mol⁻¹

---

Entry from the OMol25 dataset: C3H4N2O2 in the gas phase (ωB97M-V with the def2-TZVPD basis set).

Geometry as XYZ:
```
11
Properties=species:S:1:pos:R:3:nbo_charge:R:1
O 2.629 -0.629 -0.505 -0.5722
H 0.698 -1.906 0.823 0.4225
H -1.169 -0.256 -1.274 0.3766
H -2.484 -0.023 -0.219 0.4001
N 0.511 -0.997 0.429 -0.6542
C -0.596 -0.162 0.818 -0.1405
O 1.053 1.031 -0.295 -0.4735
N -1.493 0.099 -0.381 -0.7643
C 1.531 -0.315 -0.151 0.8536
H -0.549 2.076 0.434 0.2147
C -0.131 1.084 0.318 0.3372
```

Computed properties:
net charge	0
largest force on an atom	0.01119	Eh/bohr
molar mass	100.08	g mol⁻¹

---

Results for E_LUMO: -0.0053, 0.0235 (in hartree, following the order of the records).